No. 1
The following is a quantum chemistry calculation of one molecule with the formula C2HN2P in a non-equilibrium geometry, from the OMol25 dataset.

Each line ends with the Mulliken charge.
Positions of all 6 atoms, in Å:
C (1.651, -0.795, 0.234)  0.3090
C (-1.742, 0.554, 0.006)  0.0377
N (1.843, -1.959, 0.343)  -0.3645
N (-0.519, 0.657, -0.076)  -0.1979
P (1.409, 0.900, 0.058)  -0.1006
H (-2.642, 0.643, -0.564)  0.3164

Charge: 0
Electronic energy: -14355.519 eV
LUMO (alpha / beta): -0.99 / -0.99 eV
E_HOMO (alpha / beta): -8.10 / -8.10 eV
Orbital gap (alpha / beta): 7.104 / 7.103 eV
Relative energy (zero: lowest compared OMol25 entry of this formula, charge and spin): 30.4 kcal/mol


No. 2
The following is a quantum chemistry calculation of a 2-piece molecular cluster, C7H12N3S2 overall in a non-equilibrium geometry, from the OMol25 dataset.

Each line ends with the Mulliken charge.
Positions of all 24 atoms, in Å:
C (-0.835, 1.618, 1.449)  -0.6561
C (0.589, 1.356, 1.311)  0.8729
C (1.038, 0.612, 0.186)  0.5658
C (-1.765, 1.212, 0.468)  -0.2135
C (-0.004, 0.041, -0.571)  -0.1278
C (-4.048, 2.182, -0.743)  -0.8164
C (2.671, -4.916, -1.288)  -0.7209
N (-1.250, 0.401, -0.510)  -0.0347
N (1.410, 1.862, 2.271)  -0.4419
N (2.228, 0.019, -0.066)  -0.4240
S (-3.526, 1.271, 0.746)  -0.0334
S (2.548, -3.195, -1.714)  -0.0804
H (-1.146, 2.066, 2.362)  0.4137
H (-3.711, 3.256, -0.552)  0.2798
H (-5.182, 2.064, -0.951)  0.3333
H (-3.759, 1.755, -1.755)  0.2797
H (1.955, -5.499, -1.931)  0.2774
H (2.380, -5.088, -0.191)  0.2530
H (3.604, -5.324, -1.616)  0.3112
H (-1.913, 0.185, -1.202)  0.2084
H (1.008, 2.599, 2.800)  0.2022
H (2.347, 1.578, 2.336)  0.1927
H (3.084, 0.521, 0.106)  0.2503
H (2.276, -0.575, -0.944)  0.1085

Charge: +1
Electronic energy: -33583.795 eV
LUMO (alpha / beta): -4.47 / -5.65 eV
E_HOMO (alpha / beta): -11.49 / -11.89 eV
Orbital gap (alpha / beta): 7.023 / 6.243 eV
Relative energy (zero: lowest compared OMol25 entry of this formula, charge and spin): 66.1 kcal/mol


No. 3
The following is a quantum chemistry calculation of C15H15CdCl2N5O3S as an isolated structure in a non-equilibrium geometry, from the OMol25 dataset.

Each line ends with the Mulliken charge.
Positions of all 42 atoms, in Å:
Cd (0.772, -0.360, -0.693)  1.6492
Cl (-2.810, -0.388, -0.533)  -0.1771
C (-2.983, 0.175, -2.190)  0.2139
C (-4.160, 0.799, -2.548)  -0.2555
C (-4.435, 1.225, -3.878)  -0.6233
C (-3.443, 1.073, -4.819)  -0.5077
C (-2.220, 0.456, -4.534)  0.0934
Cl (-0.972, 0.700, -5.721)  -0.2185
C (-1.989, -0.086, -3.214)  0.0969
S (-0.500, -1.059, -2.863)  -0.3665
H (-4.886, 0.925, -1.730)  0.3262
H (-5.374, 1.791, -4.116)  0.2627
H (-3.429, 1.544, -5.744)  0.4390
N (2.159, 1.200, -1.967)  -0.4642
N (3.517, 1.230, -1.442)  -0.2437
C (3.710, 0.481, -0.253)  0.5209
O (4.673, 0.884, 0.394)  -0.7068
O (2.928, -0.502, -0.152)  -0.8484
H (2.090, 0.970, -2.935)  0.2404
H (1.705, 2.045, -1.668)  0.2496
H (3.950, 2.141, -1.407)  0.2288
O (0.175, 1.547, 0.190)  -0.9039
N (0.324, 1.383, 1.517)  0.4879
C (-0.718, 0.950, 2.276)  -0.4096
C (-0.485, 0.271, 3.457)  -0.6816
C (0.828, 0.152, 4.021)  -0.5907
C (1.897, 0.671, 3.199)  -0.4974
C (1.643, 1.279, 2.035)  -0.8256
H (-1.723, 1.079, 1.835)  0.3978
H (-1.269, -0.154, 4.030)  0.4308
H (1.028, -0.228, 4.991)  0.4702
H (3.017, 0.626, 3.421)  0.2764
H (2.402, 1.499, 1.375)  0.8958
N (1.310, -2.938, 2.720)  0.1051
C (-0.009, -3.257, 2.755)  -0.4334
C (-0.643, -2.614, 1.684)  -0.4401
N (0.315, -1.901, 0.989)  -0.1253
C (1.432, -2.138, 1.661)  -0.5445
H (2.024, -3.227, 3.385)  0.2393
H (-0.504, -3.827, 3.577)  0.3211
H (-1.730, -2.692, 1.516)  0.3011
H (2.381, -1.726, 1.377)  0.6176

Charge: -1
Spin multiplicity: 2
Electronic energy: -69835.542 eV
⟨S²⟩: 0.77
LUMO (alpha / beta): 2.72 / 2.70 eV
E_HOMO (alpha / beta): -1.92 / -4.73 eV
Orbital gap (alpha / beta): 4.643 / 7.429 eV
Relative energy (zero: lowest compared OMol25 entry of this formula, charge and spin): 4.2 kcal/mol


No. 4
The following is a quantum chemistry calculation of C6H4F5I2NO2Tl as an isolated structure in a non-equilibrium geometry, from the OMol25 dataset.

Each line ends with the Mulliken charge.
Positions of all 21 atoms, in Å:
Tl (-0.711, 0.979, -1.039)  0.5321
I (-2.679, 2.811, -0.369)  -0.3651
I (-2.713, 0.706, -3.088)  -0.3893
F (1.693, -0.352, -1.676)  -0.3162
C (1.342, 1.003, -1.792)  0.3056
F (2.231, 1.643, -1.029)  -0.2374
C (1.613, 1.589, -3.168)  0.7374
F (2.877, 1.512, -3.574)  -0.2449
F (1.249, 2.863, -3.031)  -0.2386
F (0.794, 1.006, -4.082)  -0.2190
O (-2.707, -1.831, 0.857)  -0.6924
C (-1.637, -1.400, 1.314)  0.2836
C (-0.956, -1.980, 2.600)  -0.3385
C (0.321, -1.245, 2.605)  -0.5100
C (0.286, -0.292, 1.461)  0.5389
O (1.011, 0.610, 1.206)  -0.6292
N (-0.909, -0.414, 0.805)  -0.2585
H (-1.005, -3.111, 2.562)  0.2353
H (-1.588, -1.686, 3.385)  0.2403
H (1.220, -1.793, 2.585)  0.3617
H (0.266, -0.618, 3.467)  0.2043

Charge: -1
Electronic energy: -46358.039 eV
LUMO: 2.48 eV
E_HOMO: -4.51 eV
Orbital gap: 6.988 eV
Relative energy (zero: lowest compared OMol25 entry of this formula, charge and spin): 0.0 kcal/mol


No. 5
The following is a quantum chemistry calculation of a 2-piece molecular cluster, C5H14N3 overall in a non-equilibrium geometry, from the OMol25 dataset.

Each line ends with the Mulliken charge.
Positions of all 22 atoms, in Å:
C (0.603, -3.070, 0.260)  -1.1883
C (0.312, -1.607, -0.195)  0.5659
C (-1.024, -1.027, 0.277)  -0.8636
C (-1.558, 0.059, -0.615)  -0.8487
N (0.696, 2.975, 0.020)  -0.4064
C (-0.277, 1.982, 0.157)  0.0623
N (-0.687, 1.350, -0.923)  -0.4218
N (1.248, -0.553, 0.063)  -0.1226
H (-0.358, -3.549, 0.538)  0.3560
H (1.202, -3.058, 1.180)  0.3781
H (1.065, -3.714, -0.488)  0.3403
H (0.038, -1.539, -1.248)  0.3172
H (-1.790, -1.765, 0.419)  0.4846
H (-0.864, -0.624, 1.232)  0.3386
H (-2.558, 0.330, -0.252)  0.3898
H (-1.634, -0.307, -1.623)  0.4429
H (1.532, 2.801, -0.483)  0.2500
H (0.852, 3.589, 0.874)  0.3023
H (-0.768, 1.654, 1.130)  0.3158
H (1.984, 1.276, 2.873)  0.2926
H (2.140, -0.919, 0.278)  0.3186
H (2.021, 1.403, 2.144)  -0.3035

Charge: +1
Electronic energy: -9868.920 eV
LUMO: -8.47 eV
E_HOMO: -12.97 eV
Orbital gap: 4.496 eV
Relative energy (zero: lowest compared OMol25 entry of this formula, charge and spin): 190.2 kcal/mol


No. 6
The following is a quantum chemistry calculation of a 2-piece molecular cluster, C35H42NOSi overall in a non-equilibrium geometry, from the OMol25 dataset.

Each line ends with the Mulliken charge.
Positions of all 80 atoms, in Å:
C (5.464, -0.673, 5.017)  -1.4498
C (4.531, -0.287, 3.913)  1.1221
C (3.996, -1.237, 3.024)  -1.3677
C (3.056, -0.861, 2.068)  -0.0106
C (2.584, 0.477, 1.990)  1.0365
C (1.436, 0.823, 1.180)  0.1206
C (0.941, 2.202, 1.306)  0.6776
C (-0.065, 2.445, 2.268)  0.0379
C (-0.586, 3.719, 2.475)  -1.2395
C (-0.041, 4.813, 1.793)  1.0508
C (-0.526, 6.210, 2.056)  -1.4666
C (0.996, 4.604, 0.878)  -1.1216
C (1.502, 3.325, 0.645)  0.3129
C (3.217, 1.434, 2.837)  -0.5124
C (4.139, 1.052, 3.799)  -1.0768
H (6.243, 0.090, 5.118)  0.3841
H (4.943, -0.734, 5.987)  0.3020
H (5.920, -1.644, 4.816)  0.3772
H (4.297, -2.285, 3.117)  0.3592
H (2.657, -1.602, 1.374)  0.4246
H (0.675, 0.020, 1.121)  -0.6132
H (-0.415, 1.612, 2.875)  0.5861
H (-1.394, 3.868, 3.203)  0.3650
H (0.314, 6.918, 2.138)  0.3743
H (-1.177, 6.572, 1.244)  0.2895
H (-1.100, 6.251, 2.991)  0.3773
H (1.435, 5.467, 0.359)  0.3874
H (2.328, 3.182, -0.052)  0.3353
H (2.927, 2.481, 2.766)  0.4560
H (4.534, 1.794, 4.500)  0.4031
C (-2.631, -0.071, 1.865)  -0.7827
Si (-2.984, -0.094, 0.038)  1.0504
C (-4.354, -1.272, -0.411)  -1.2617
C (-3.193, 1.630, -0.645)  -1.0441
O (-1.527, -0.661, -0.539)  -0.9536
C (-0.944, -1.275, -1.667)  3.3274
C (-0.804, -2.792, -1.431)  -0.7395
C (-0.904, -3.298, -0.138)  -0.2046
C (-0.884, -4.682, 0.062)  -0.8650
C (-0.687, -5.547, -1.012)  -0.6612
C (-0.483, -5.034, -2.295)  -1.0993
C (-0.575, -3.660, -2.515)  0.1248
C (-1.858, -0.988, -2.881)  0.1794
C (-2.886, -1.885, -3.202)  -0.5255
C (-3.824, -1.551, -4.184)  -0.8029
C (-3.748, -0.323, -4.834)  -0.5878
C (-2.757, 0.599, -4.473)  -0.8530
C (-1.803, 0.259, -3.506)  -0.2740
C (0.501, -0.709, -1.853)  -1.5786
C (1.697, -1.644, -1.706)  -0.7407
C (2.898, -0.681, -1.646)  -0.9841
C (2.284, 0.712, -1.469)  -0.3756
N (0.925, 0.394, -0.986)  0.1609
H (-3.218, 0.695, 2.386)  0.4565
H (-2.864, -1.046, 2.311)  0.3501
H (-1.569, 0.135, 2.044)  -0.1862
H (-5.211, -1.131, 0.268)  0.4860
H (-4.718, -1.129, -1.437)  0.2911
H (-4.020, -2.316, -0.315)  0.2652
H (-3.875, 2.208, -0.002)  0.4815
H (-2.228, 2.157, -0.671)  0.1880
H (-3.610, 1.625, -1.662)  0.2745
H (-1.018, -2.612, 0.706)  0.3138
H (-1.020, -5.057, 1.076)  0.4361
H (-0.690, -6.625, -0.848)  0.4107
H (-0.262, -5.689, -3.137)  0.4368
H (-0.472, -3.248, -3.524)  0.5390
H (-2.980, -2.831, -2.660)  0.4752
H (-4.619, -2.264, -4.421)  0.4018
H (-4.468, -0.064, -5.614)  0.4028
H (-2.715, 1.590, -4.926)  0.4323
H (-1.023, 0.969, -3.209)  0.2003
H (0.558, -0.334, -2.888)  0.5659
H (1.611, -2.190, -0.755)  0.1537
H (1.741, -2.388, -2.508)  0.5780
H (3.535, -0.927, -0.793)  0.3292
H (3.512, -0.734, -2.548)  0.3471
H (2.842, 1.381, -0.804)  0.2445
H (2.218, 1.186, -2.471)  0.5395
H (0.273, 1.177, -0.977)  0.1564

Charge: +1
Electronic energy: -48386.539 eV
LUMO: -4.62 eV
E_HOMO: -11.23 eV
Orbital gap: 6.607 eV